Record 1
Formula: C2H4OP2
Source: the Open Molecules 2025 dataset
Level of theory: wB97M-V/def2-TZVPD

Results
Energy above the lowest of the compared OMol25 structures with the same formula, charge and spin: 20.5 kcal per mole
Orbital gap: 8.680 eV
SMILES: C#C[PH]#[PH]O
F_max: 2.08 eV Å⁻¹
Net charge: 0

Last column: natural (NBO) charge in e.
Atoms and positions in Å:
C1 -2.34785 0.16457 -0.32106  -0.23
C2 -1.37062 -0.52685 -0.21601  -0.35
P1 0.26051 -1.33137 -0.28327  0.20
P2 1.99329 -0.00832 0.47639  0.68
O1 1.56814 1.53095 0.11568  -0.99
H1 -3.36801 0.58255 -0.38965  0.25
H2 -0.06162 -2.01331 0.94624  0.00
H3 2.65967 -0.15115 -0.77901  -0.06
H4 0.66649 1.75294 0.45069  0.50

=====

Record 2
Formula: C31H30Cl2N5O3Pd
Source: the Open Molecules 2025 dataset
Level of theory: wB97M-V/def2-TZVPD

Results
Energy above the lowest of the compared OMol25 structures with the same formula, charge and spin: 45.0 kcal per mole
Orbital gap (alpha / beta): 7.566 / 3.517 eV
F_max: 0.41 eV Å⁻¹
Net charge: +1
Spin multiplicity: 3

Last column: Mulliken charge in e.
Atoms and positions in Å:
Pd1 1.01683 0.27324 0.45999  0.46
C1 3.84563 2.99745 2.56886  -0.92
C2 2.93469 2.00465 2.19053  -0.38
N1 2.52973 1.82995 0.94837  0.06
C3 3.01944 2.64025 -0.01588  0.08
C4 3.93382 3.66680 0.26996  1.06
C5 4.34259 3.83147 1.60445  -0.52
C6 4.42618 4.50962 -0.78226  -0.87
C7 4.02927 4.33228 -2.05745  -0.81
C8 3.10411 3.28959 -2.39543  1.01
C9 2.67258 3.05817 -3.71284  -0.60
C10 1.79368 2.03961 -3.96877  -0.80
C11 1.34568 1.25261 -2.89765  -0.47
N2 1.73283 1.45073 -1.65813  0.08
C12 2.59661 2.44687 -1.39266  0.00
H1 4.13777 3.08953 3.60542  0.41
H2 2.52251 1.32812 2.92844  0.47
H3 5.04856 4.61586 1.85057  0.42
H4 5.12797 5.29211 -0.52101  0.40
H5 4.40144 4.96820 -2.85131  0.40
H6 3.04442 3.68891 -4.51153  0.41
H7 1.44654 1.83485 -4.97236  0.41
H8 0.64844 0.43740 -3.05931  0.51
C13 0.82316 -4.37670 0.26936  -1.10
N3 1.27932 -3.25900 1.07443  0.33
C14 0.25649 -2.59777 1.86500  -1.15
C15 2.41994 -2.56775 0.77648  0.57
O1 2.50501 -1.33932 0.91369  -0.60
N4 3.48379 -3.28239 0.31189  0.17
C16 4.62068 -2.53276 -0.19744  -0.95
C17 3.78311 -4.63112 0.76900  -1.14
H9 -0.11769 -4.11045 -0.22165  0.22
H10 0.65638 -5.27062 0.87581  0.33
H11 1.55025 -4.60930 -0.50311  0.44
H12 -0.26264 -3.35045 2.46322  0.45
H13 -0.46225 -2.06183 1.23952  0.15
H14 0.72147 -1.88304 2.53684  0.36
H15 4.27263 -1.64305 -0.71371  0.22
H16 5.17231 -3.16207 -0.89541  0.36
H17 5.29379 -2.22392 0.60752  0.33
H18 3.01995 -4.97397 1.46196  0.36
H19 4.74313 -4.63302 1.28965  0.39
H20 3.84705 -5.33203 -0.06591  0.30
Cl1 -6.42237 -1.42553 -2.10695  -0.20
C18 -5.10489 -2.01318 -1.14890  0.87
C19 -4.43743 -3.16315 -1.50993  -0.57
C20 -3.38909 -3.61173 -0.71663  -0.68
C21 -3.01605 -2.92406 0.42520  -0.48
C22 -3.68491 -1.76667 0.77928  0.84
Cl2 -3.23012 -0.93731 2.22417  -0.10
C23 -4.72961 -1.29346 -0.01541  -1.50
N5 -5.49304 -0.15559 0.36315  0.17
C24 -5.10203 1.10119 0.60805  0.75
C25 -6.00764 1.89505 1.38751  -0.82
C26 -5.66705 3.14546 1.77557  -0.60
C27 -4.41478 3.67970 1.38391  -0.76
C28 -3.55943 2.95934 0.57171  -0.67
C29 -3.87354 1.68044 0.12864  0.79
C30 -2.95565 1.02030 -0.84162  -0.64
C31 -1.60914 0.57954 -0.18436  1.24
O2 -1.19626 -0.55585 -0.51061  -0.76
O3 -1.03704 1.39235 0.57312  -1.11
H21 -4.73735 -3.69758 -2.40007  0.46
H22 -2.86206 -4.51430 -0.99516  0.46
H23 -2.20567 -3.26739 1.05143  0.69
H24 -6.46536 -0.35649 0.56652  0.30
H25 -6.94411 1.44769 1.70057  0.39
H26 -6.33724 3.72977 2.39051  0.42
H27 -4.13585 4.67466 1.70435  0.42
H28 -2.62151 3.38993 0.25294  0.47
H29 -2.66802 1.76853 -1.58342  0.49
H30 -3.39997 0.18061 -1.36073  0.25

=====

Record 3
Formula: C33H35N15O6PSc
Source: the Open Molecules 2025 dataset
Level of theory: wB97M-V/def2-TZVPD

Results
Energy above the lowest of the compared OMol25 structures with the same formula, charge and spin: 7.8 kcal per mole
Orbital gap: 7.590 eV
F_max: 0.44 eV Å⁻¹
Net charge: 0

Last column: Mulliken charge in e.
Atoms and positions in Å:
Sc1 0.33220 0.85627 1.49609  -0.93
N1 -3.98470 0.64919 2.05180  -0.65
C1 -2.94940 1.67282 1.91098  2.34
C2 -2.79483 2.46481 3.20412  -1.27
C3 -1.57475 3.38740 3.14872  0.12
N2 -0.33314 2.58682 3.12133  -0.23
C4 -1.66034 4.29481 1.92364  -1.69
C5 -1.87477 3.52833 0.62099  0.21
N3 -0.68455 2.71717 0.33106  -0.19
C6 -3.09386 2.61155 0.72215  -1.65
H1 -2.82564 -0.47124 3.03726  0.32
H2 -4.14227 0.18097 1.16578  0.24
H3 -4.87063 1.04217 2.35059  0.26
H4 -2.02616 1.10985 1.77238  -1.09
H5 -2.71228 1.78335 4.05496  0.32
H6 -3.68622 3.07816 3.37250  0.53
H7 -1.58770 4.01902 4.04282  0.35
H8 -0.24970 2.04815 3.97985  0.25
H9 0.47719 3.20624 3.11898  0.37
H10 -0.75641 4.90837 1.84794  0.46
H11 -2.49333 4.98692 2.06554  0.53
H12 -2.04820 4.25426 -0.18038  0.40
H13 0.16378 3.27779 0.39181  0.36
H14 -0.68032 2.38353 -0.63055  -0.13
H15 -3.19602 2.02912 -0.19946  0.45
H16 -3.99827 3.21929 0.82454  0.41
N4 1.17353 -1.00372 4.69890  -0.05
C7 2.01108 -0.00384 4.24025  -0.05
N5 3.09928 0.37530 4.87529  -0.49
N6 3.61210 1.34812 4.10473  -0.67
N7 2.87967 1.54108 3.06540  -0.16
N8 1.82704 0.68134 3.10928  0.94
C8 -0.13935 -1.08495 4.38612  0.37
N9 -0.97712 -1.95229 5.00608  -0.54
N10 -2.14090 -1.77033 4.46566  -0.86
N11 -2.01679 -0.84554 3.56045  0.20
N12 -0.76641 -0.36179 3.46669  0.68
H17 1.48034 -1.51367 5.51191  0.28
N13 1.56550 1.19183 0.04121  0.05
P1 2.02513 0.60944 -1.32298  1.62
C9 3.75952 0.98620 -1.67143  0.21
C10 4.42925 1.84101 -0.80117  -0.47
C11 5.76472 2.14155 -1.02995  -0.66
C12 6.42955 1.58801 -2.11551  -0.44
C13 5.76752 0.71864 -2.97289  -0.77
C14 4.43390 0.41221 -2.74676  -0.33
C15 1.88141 -1.20588 -1.54222  0.43
C16 1.47400 -1.80778 -2.73722  -0.02
C17 1.39006 -3.19091 -2.82436  -0.80
C18 1.71287 -3.97962 -1.72859  -0.62
C19 2.12698 -3.39048 -0.54407  -0.73
C20 2.21533 -2.00871 -0.45550  -0.39
C21 1.05864 1.26242 -2.73416  0.18
C22 1.58803 1.95008 -3.81709  -0.65
C23 0.75244 2.38067 -4.84161  -0.70
C24 -0.60826 2.11916 -4.79326  -0.85
C25 -1.14484 1.42961 -3.71226  -1.17
C26 -0.31456 1.00951 -2.68517  0.17
H18 3.89897 2.23178 0.05887  0.31
H19 6.28911 2.79858 -0.34837  0.41
H20 7.47241 1.82165 -2.28761  0.39
H21 6.29061 0.27266 -3.80885  0.40
H22 3.91858 -0.28324 -3.40016  0.39
H23 1.21136 -1.20721 -3.59629  0.46
H24 1.06700 -3.64973 -3.75042  0.45
H25 1.64344 -5.05847 -1.79578  0.45
H26 2.35841 -4.00104 0.31832  0.43
H27 2.51784 -1.54475 0.47639  0.47
H28 2.65047 2.15401 -3.85925  0.47
H29 1.16945 2.91587 -5.68508  0.43
H30 -1.25133 2.44256 -5.60131  0.41
H31 -2.20271 1.20121 -3.68648  0.48
H32 -0.71183 0.44354 -1.84601  0.33
O1 -0.10095 -2.41957 1.79829  -0.70
C27 -0.73963 -1.91426 0.89081  0.27
O2 -0.74336 -0.65869 0.57809  0.83
C28 -1.54047 -2.80863 -0.02424  0.09
C29 -1.94084 -4.06306 0.40768  -0.13
C30 -2.62064 -4.88795 -0.46698  -0.60
C31 -2.90008 -4.51970 -1.76988  -0.48
C32 -2.47608 -3.27001 -2.17294  -0.33
C33 -1.80292 -2.40689 -1.32452  -0.11
N14 -2.74913 -2.84198 -3.55188  0.97
O3 -2.21987 -1.81714 -3.93523  -0.56
O4 -3.46807 -3.54439 -4.22967  -0.65
N15 -3.05795 -6.21799 -0.00768  1.06
O5 -2.85207 -6.50512 1.15055  -0.61
O6 -3.59894 -6.93861 -0.82028  -0.63
H33 -1.70669 -4.39120 1.41084  0.66
H34 -3.42845 -5.18015 -2.44009  0.63
H35 -1.47502 -1.44384 -1.68205  0.22

=====

Record 4
Formula: C33H47BBr51N3O7S2
Source: the Open Molecules 2025 dataset
Level of theory: wB97M-V/def2-TZVPD

Results
Orbital gap: 8.292 eV
F_max: 3.15 eV Å⁻¹
Net charge: 0

Last column: Mulliken charge in e.
Atoms and positions in Å:
C1 1.52184 -0.04174 0.68564  0.57
C2 0.96637 0.00204 -0.71371  0.58
O1 0.56334 1.02867 -1.21455  -0.61
N1 1.04442 -1.21736 -1.42017  0.53
C3 1.18745 -0.99730 -2.85811  -0.46
C4 0.05136 -2.21479 -1.01961  -0.66
C5 -1.24395 -2.26535 -1.83777  -0.90
C6 -2.43757 -2.73734 -0.98261  -1.23
C7 -3.75790 -2.03127 -1.30277  -0.94
C8 -3.83454 -0.54165 -0.91927  -0.09
N2 -2.62010 0.02942 -0.42669  -0.15
C9 -2.22363 -0.06694 0.71216  0.24
S1 -1.66571 -0.29560 2.14991  -0.28
O2 -4.06035 0.18699 -2.20683  -0.39
S2 -5.58049 0.10844 -2.60635  1.14
O3 -5.99565 1.37370 -3.09970  -0.67
O4 -5.84258 -1.05078 -3.39168  -0.66
O5 -6.14839 -0.16892 -1.14317  -0.20
C10 -5.08131 -0.06893 -0.14380  2.14
C11 -4.97049 1.40630 0.25997  -2.09
C12 -6.27471 2.18972 0.20293  -0.31
C13 -6.19960 3.56711 0.90403  -1.05
C14 -4.80080 4.17678 1.02769  -0.66
C15 -4.28995 4.77350 -0.28827  -0.58
N3 -2.81128 4.78848 -0.29804  -0.64
C16 -5.48458 -1.02787 0.98308  -1.22
B1 -6.34842 -0.45328 2.19097  1.02
O6 -7.51140 -1.08665 2.55317  -0.51
O7 -5.97214 0.63913 2.92109  -0.69
H1 0.94958 0.59002 1.35862  0.18
H2 2.53537 0.36327 0.63131  -0.24
H3 1.61091 -1.06182 1.05963  -0.86
H4 0.35112 -0.48458 -3.33530  0.35
H5 1.41558 -1.94188 -3.35220  0.53
H6 2.06649 -0.37651 -2.97791  -0.59
H7 0.52442 -3.20153 -1.06126  0.42
H8 -0.18036 -2.05352 0.03569  -0.07
H9 -1.12177 -2.98625 -2.64559  0.71
H10 -1.47643 -1.28747 -2.25559  0.43
H11 -2.22527 -2.65555 0.08739  0.32
H12 -2.60903 -3.79709 -1.17892  0.75
H13 -4.57087 -2.58335 -0.83220  0.58
H14 -3.92122 -2.11073 -2.37416  0.45
H15 -4.52624 1.46180 1.25248  0.52
H16 -4.25190 1.89249 -0.40156  0.94
H17 -7.10213 1.62220 0.63663  0.01
H18 -6.55018 2.34559 -0.83859  0.50
H19 -6.78431 4.25673 0.28816  0.40
H20 -6.68488 3.55376 1.87978  0.35
H21 -4.87259 4.99816 1.74427  0.50
H22 -4.05711 3.49949 1.44458  0.29
H23 -4.69461 4.22914 -1.14776  0.26
H24 -4.60255 5.81745 -0.33006  0.48
H25 -2.49513 5.54386 -0.89538  0.24
H26 -2.46299 3.94908 -0.75018  0.20
H27 -4.59739 -1.49867 1.42386  -0.21
H28 -6.06384 -1.82201 0.50719  0.50
H29 -7.55617 -1.98786 2.21891  0.29
H30 -6.31834 0.59506 3.81913  0.29
C17 2.62693 -3.42274 2.29171  0.11
Br1 0.83692 -3.15747 2.94134  0.29
Br2 2.64181 -3.81720 0.40887  0.12
Br3 3.76664 -1.93631 2.72256  0.03
H31 3.02858 -4.29338 2.79677  -0.36
C18 5.19788 -6.12849 4.53378  -0.31
Br4 3.42263 -5.84002 5.21703  -0.05
Br5 5.20559 -6.47869 2.64010  -0.06
Br6 6.38104 -4.69905 5.00897  0.01
H32 5.56937 -7.02772 5.00442  0.33
C19 4.16591 0.10921 -6.51403  -0.39
Br7 5.16844 -1.44024 -7.05855  0.00
Br8 2.51874 0.26347 -7.48444  0.01
Br9 3.86294 0.10751 -4.61424  0.19
H33 4.76906 0.97619 -6.74605  0.33
C20 8.76264 -0.33822 -6.61481  -0.17
Br10 7.95358 0.89068 -5.38196  0.11
Br11 9.16869 0.51034 -8.29098  -0.02
Br12 10.31036 -1.18732 -5.85325  -0.03
H34 8.03606 -1.11181 -6.81624  0.08
C21 -1.49421 -3.29317 5.51392  -0.49
Br13 -1.37355 -4.23659 3.84146  0.00
Br14 0.08573 -3.50298 6.58038  0.00
Br15 -1.92228 -1.45771 5.15460  0.00
H35 -2.32248 -3.70755 6.07033  0.45
C22 2.82733 9.25592 2.74645  0.50
Br16 2.66718 7.50033 3.51107  0.01
Br17 3.88750 9.23944 1.14671  0.05
Br18 1.10954 10.06638 2.44811  -0.01
H36 3.34370 9.87175 3.46851  -0.53
C23 4.57492 2.60924 -0.03585  -0.15
Br19 2.91676 3.27949 0.63754  0.02
Br20 4.39828 1.88115 -1.81621  0.16
Br21 5.97708 3.92953 0.02274  -0.08
H37 4.89243 1.80663 0.61301  0.05
C24 4.46940 12.06502 5.80601  -0.33
Br22 3.74647 13.77617 5.31974  0.01
Br23 3.08438 10.82342 6.29581  0.00
Br24 5.58973 11.34874 4.41484  -0.02
H38 5.09205 12.21266 6.67615  0.34
C25 -4.82240 -6.13265 2.33963  -0.30
Br25 -5.82156 -7.28053 1.17142  -0.04
Br26 -4.81041 -4.31606 1.70571  0.16
Br27 -5.45112 -6.23325 4.15284  -0.03
H39 -3.79799 -6.47649 2.33630  0.30
C26 -11.01865 -0.81913 0.94343  -0.34
Br28 -12.46709 0.12726 0.10638  -0.03
Br29 -11.52573 -2.61609 1.40682  -0.03
Br30 -9.43482 -0.78734 -0.13570  0.12
H40 -10.78942 -0.30460 1.86548  0.32
C27 9.49434 -7.15148 2.86362  -0.33
Br31 8.78472 -7.47738 1.10777  -0.03
Br32 9.71029 -5.27327 3.20070  -0.01
Br33 8.45185 -8.02018 4.22905  0.07
H41 10.47824 -7.59613 2.89873  0.34
C28 -16.14399 0.09225 -1.47560  -0.12
Br34 -17.66047 0.72645 -0.47877  -0.01
Br35 -15.70719 -1.72131 -1.02262  0.01
Br36 -16.39791 0.30948 -3.36778  0.00
H42 -15.30014 0.70613 -1.19510  0.09
C29 7.99135 5.03423 -3.07339  0.06
Br37 8.51714 6.79381 -3.63855  -0.01
Br38 6.64247 4.29967 -4.23052  -0.01
Br39 9.50038 3.86160 -2.88972  -0.05
H43 7.54320 5.13215 -2.09463  -0.09
C30 3.69334 8.17794 -2.99522  -0.48
Br40 4.87759 9.68348 -2.77653  -0.05
Br41 4.58114 6.53302 -2.55530  0.19
Br42 2.09463 8.41133 -1.96122  -0.03
H44 3.41975 8.13388 -4.03907  0.38
C31 7.24892 -1.89194 1.11618  -0.52
Br43 6.13582 -0.57558 0.26537  0.09
Br44 6.39590 -3.60636 1.22886  0.16
Br45 8.96612 -2.01906 0.25922  -0.06
H45 7.42273 -1.54855 2.12625  0.42
C32 10.11967 -10.77785 7.20057  -0.33
Br46 8.33453 -10.49109 7.85758  -0.01
Br47 10.11550 -11.15606 5.31787  -0.03
Br48 11.26997 -9.29577 7.61694  0.00
H46 10.51444 -11.64646 7.70656  0.34
C33 0.85496 -2.15095 -10.57143  -0.32
Br49 2.26544 -3.04715 -9.62316  0.01
Br50 -0.25819 -3.39271 -11.52591  -0.04
Br51 -0.18686 -1.03151 -9.40425  -0.05
H47 1.31834 -1.50614 -11.30363  0.36